Record 1
# C31H30Br2N3O7S2V

A molecular structure, C31H30Br2N3O7S2V at a distorted geometry (ωB97M-V/def2-TZVPD, the OMol25 dataset).

Geometry as ORCA input:
```
! wB97M-V def2-TZVPD RIJCOSX def2/J DEFGRID3
* xyz 0 3
Br 2.3836 5.5244 3.9721
Br 2.1604 4.9550 -1.5737
V -0.1641 0.5027 -0.1762
S -3.0242 2.3177 -0.9700
S -1.9552 -1.0108 0.7382
O 1.2938 -0.8481 -0.1177
O -1.6438 -7.8509 0.8016
O 4.0140 -1.1584 0.6369
O -1.7768 1.7871 -0.1653
O 0.9753 2.0572 -0.7035
O -2.2950 -7.4399 2.8924
O 1.5294 -2.9800 -0.6475
N 2.7877 0.9424 -5.5397
N 0.5362 1.1271 1.7690
N -0.3626 -0.2370 -2.1242
C 0.5145 0.3308 -2.9710
C -0.8967 -1.4322 -2.4783
C 0.2084 -1.3795 -4.6105
C 4.1605 -2.8894 -1.0414
C -2.6323 3.7720 -2.0645
C 1.9940 4.9842 1.1999
C 3.9330 -0.5457 -1.7093
C -0.7381 -3.5241 0.5019
C -2.6095 -3.3133 2.0255
C -0.7400 -4.8927 0.7009
C 1.0758 3.3435 2.7259
C -1.6933 -2.6924 1.1241
C 1.1346 2.9046 0.2561
C 0.8779 1.3948 4.1123
C 0.5891 0.5781 2.9971
C 2.0564 -1.8217 -0.5287
C 0.9466 -0.2634 -4.1646
C 3.5620 -1.5829 -0.6322
C -4.4255 4.6711 -0.5204
C 0.8908 2.7477 4.0278
C -1.8660 -7.0140 1.6512
C 0.4254 -0.8820 3.2677
C -1.7611 -5.5023 1.4842
C -3.4513 5.0038 -1.6584
C -2.6516 -4.7011 2.1884
C 1.6982 4.1783 0.1010
C 0.8433 2.4607 1.6662
C 1.7046 4.5712 2.5171
C -0.6715 -1.9944 -3.7320
C 1.9762 0.3509 -4.9371
C -3.9423 3.3534 0.1731
H -2.9221 3.3897 -3.0803
H 0.0467 -3.0394 -0.1110
H -5.4883 4.4961 -0.8277
H -3.3731 -2.7147 2.5617
H -2.3735 -6.7665 3.5679
H 3.4866 0.4039 -1.3895
H 0.9886 1.2764 -2.6986
H 5.0101 -0.4133 -1.8762
H -3.2633 3.5047 1.0131
H -1.1562 -2.9597 -3.8698
H 0.8943 -1.5348 2.5108
H 5.2945 -2.8026 -0.9925
H 2.4599 5.9686 1.0911
H 0.9610 0.8710 5.0537
H 0.3717 -1.7604 -5.5918
H -0.6305 -1.1832 3.4157
H -1.5432 3.8587 -1.9799
H -4.4610 5.5467 0.1643
H 3.9159 -3.7323 -0.3540
H -1.5633 -1.9235 -1.7406
H -4.8557 2.7587 0.4378
H -2.7203 5.7967 -1.3815
H 3.8773 -3.1828 -2.0352
H 0.8298 3.4214 4.8782
H -3.3740 -5.1292 2.9084
H 4.0328 -0.1761 0.6006
H 3.4778 -0.7797 -2.6646
H 0.9606 -1.0018 4.2081
H -3.9610 5.3375 -2.5712
H 0.1071 -5.4325 0.2886
*
```

Values from the calculation:
- LUMO energy (spin up / spin down): -0.0284 / -0.0262 Ha
- Maximum force: 4.679 eV/A
- Energy above the lowest of the compared OMol25 structures with the same formula, charge and spin: 0.219 eV
- HOMO energy (spin up / spin down): -7.211 / -7.352 eV
- Energy: -238881.203 eV

Record 2
# C5H5NO2

C5H5NO2 in the gas phase at a distorted geometry (ωB97M-V/def2-TZVPD, the OMol25 dataset).

Geometry as ORCA input:
```
! wB97M-V def2-TZVPD RIJCOSX def2/J DEFGRID3
* xyz 0 1
O 1.5365 -0.0734 -0.6102
O -2.5827 0.1260 -0.4135
N 2.0319 1.4146 1.0531
C -0.4843 0.9003 0.4256
C 0.6551 -1.3388 -0.6855
C 1.0718 0.8524 0.4249
C -0.6927 -1.6108 -0.2464
C -1.2214 -0.1986 0.1109
H -0.7650 1.7506 0.9940
H 1.1764 -2.2594 -1.1153
H -1.2841 -2.5921 -0.4766
H -2.7393 -0.9566 -0.6418
H 1.7881 2.1078 1.8793
*
```

Values from the calculation:
- LUMO energy: 0.0024 Ha
- Maximum force: 7.011 eV/A
- Energy above the lowest of the compared OMol25 structures with the same formula, charge and spin: 5.245 eV
- SMILES: [H]/N=c1\cc(O)cco1
- HOMO energy: -8.848 eV
- Energy: -10846.070 eV

Record 3
# C4H2N7O3

A gas-phase ion, C4H2N7O3 (charge -1) at a distorted geometry (ωB97M-V/def2-TZVPD, the OMol25 dataset).

Geometry as ORCA input:
```
! wB97M-V def2-TZVPD RIJCOSX def2/J DEFGRID3
* xyz -1 1
O 2.1547 0.3376 2.1724
O 0.9796 2.6315 -1.1145
O -1.0224 3.3886 -0.9463
N -0.1317 2.6887 -0.5432
N -0.2554 -1.1479 0.2637
N -0.9989 -3.0198 -0.3000
N 1.7041 1.4877 1.5996
N -0.4813 -2.4173 0.6698
N -0.3511 1.9041 0.4100
N 1.4184 -0.7773 1.8813
C 0.5706 1.1587 0.9870
C -0.6859 -0.9787 -1.0104
C 0.5269 -0.2976 1.0427
C -1.1192 -2.2027 -1.3715
H -0.8709 -0.0728 -1.4483
H -1.4378 -2.6829 -2.2925
*
```

Values from the calculation:
- LUMO energy: 0.1312 Ha
- Maximum force: 4.041 eV/A
- SMILES: [O-][N+]([O-])=Nc1nonc1-n1ccnn1
- HOMO energy: -5.364 eV
- Energy: -20748.120 eV

Record 4
# C5H8N2

C5H8N2 in the gas phase at a distorted geometry (ωB97M-V/def2-TZVPD, the OMol25 dataset).

Geometry as ORCA input:
```
! wB97M-V def2-TZVPD RIJCOSX def2/J DEFGRID3
* xyz 0 1
N -0.3564 1.4497 0.8785
N -1.2428 -2.5488 -1.8244
C 0.0275 0.2467 0.1374
C 0.8429 0.4298 -1.1241
C -1.1881 -1.7016 -1.0384
C -1.0434 -0.8633 0.1535
C 0.6544 0.5583 1.4436
H 0.3311 0.0218 2.3338
H 1.6990 0.8644 1.4500
H 0.2280 0.8262 -1.9408
H -2.0037 -0.4381 0.4657
H 0.0879 2.2741 0.4767
H 1.2790 -0.5146 -1.4622
H -0.7773 -1.6516 0.8660
H 1.6625 1.1358 -0.9452
*
```

Values from the calculation:
- LUMO energy: 0.0300 Ha
- Maximum force: 1.113 eV/A
- Energy above the lowest of the compared OMol25 structures with the same formula, charge and spin: 1.498 eV
- SMILES: C[C@@]1(CC#N)CN1
- HOMO energy: -9.997 eV
- Energy: -8293.498 eV

Record 5
# CH3O4P

A molecular structure, CH3O4P at a distorted geometry (ωB97M-V/def2-TZVPD, the OMol25 dataset).

Geometry as ORCA input:
```
! wB97M-V def2-TZVPD RIJCOSX def2/J DEFGRID3
* xyz 0 1
P 0.6293 0.8771 -0.5835
O 0.7678 2.1872 0.4191
O -0.4871 2.7285 0.0399
O -0.8735 1.6720 -0.7935
O 0.2844 -0.2819 0.6462
C -0.0247 -1.5407 0.2047
H -1.2460 -1.6560 -0.0031
H 0.4588 -1.6996 -0.7863
H 0.4910 -2.2865 0.8564
*
```

Values from the calculation:
- LUMO energy: -0.0080 Ha
- Maximum force: 3.516 eV/A
- Energy above the lowest of the compared OMol25 structures with the same formula, charge and spin: 7.350 eV
- HOMO energy: -9.903 eV
- Energy: -18558.822 eV

Record 6
# C16H23BIrN6

A molecular structure, C16H23BIrN6 at a distorted geometry (ωB97M-V/def2-TZVPD, the OMol25 dataset).

Geometry as ORCA input:
```
! wB97M-V def2-TZVPD RIJCOSX def2/J DEFGRID3
* xyz 2 6
Ir 0.4234 0.1545 -0.1634
N 2.3258 1.1632 -1.0036
N 1.8482 -0.9854 0.5023
N 0.7886 -0.7552 -1.9055
N 3.0345 -1.3503 -0.1401
N 3.4402 0.5418 -1.5072
N 2.0174 -1.1713 -2.4380
C -3.2313 -0.8857 3.4710
C 3.8897 2.7022 -1.5687
C -4.2274 1.1991 2.5099
C -4.6301 -1.0352 1.3950
C 3.1222 -2.0389 1.9887
C 1.8712 -1.4604 1.7919
C -0.1759 -1.1015 -2.8198
C -3.5936 -0.1613 2.1524
C 3.8169 -1.9440 0.7907
C 0.4500 -1.6007 -3.9841
C -1.8519 2.8135 -0.6343
C 2.6151 2.4901 -1.0326
C 1.8107 -1.6036 -3.7137
C 4.3839 1.4445 -1.8546
C -2.3217 0.0817 1.3871
C -1.2325 0.2152 0.7726
B 3.3510 -0.9840 -1.6469
H -2.3033 2.4260 -1.5710
H 5.3385 1.1346 -2.2644
H -2.6579 3.1094 0.0764
H -2.7772 -1.8667 3.2717
H -4.0940 -1.0366 4.1332
H -1.2335 2.0289 -0.1112
H 4.2901 -1.6109 -2.1183
H -4.4549 1.8081 1.6226
H -1.1742 3.6635 -0.8619
H 2.6372 -1.9093 -4.3466
H -5.1458 1.0754 3.1070
H 4.8054 -2.2784 0.5694
H -3.5191 1.8174 3.0787
H -1.2261 -1.0045 -2.5912
H 4.3773 3.6371 -1.7226
H 1.9365 3.2273 -0.6437
H -2.4645 -0.3150 4.0136
H -0.0436 -1.9436 -4.8915
H -4.8852 -0.6132 0.4123
H 1.0148 -1.3722 2.4521
H -5.5722 -1.1845 1.9494
H 3.4528 -2.4867 2.9026
H -4.2255 -2.0343 1.1840
*
```

Values from the calculation:
- LUMO energy (spin up / spin down): -0.2150 / -0.3749 Ha
- Maximum force: 3.572 eV/A
- HOMO energy (spin up / spin down): -15.463 / -15.381 eV
- Energy: -29399.064 eV